(1)
Here is a molecular structure, C33H40N4P2Zr in a non-equilibrium geometry from the OMol25 dataset. Energies are from ωB97M-V/def2-TZVPD.

Geometry as ORCA input:
```
! wB97M-V def2-TZVPD RIJCOSX def2/J DEFGRID3
* xyz 2 1
Zr 0.06 -1.62 2.05
C -1.59 1.90 3.56
C -1.64 1.03 2.54
C -0.93 1.22 1.25
C 0.47 0.55 0.98
C 1.55 0.53 2.04
C 1.72 1.53 2.96
C 0.89 2.76 2.94
C -0.43 2.83 3.75
C 1.75 -2.07 3.26
H -2.34 1.87 4.36
H -2.28 0.13 2.54
H -0.90 2.28 0.98
H -1.58 0.77 0.46
H 0.29 -0.58 0.46
H 0.85 1.09 0.08
H 2.31 -0.25 1.79
H 2.46 1.42 3.75
H 0.70 3.15 1.93
H 1.52 3.53 3.43
H -0.18 2.83 4.83
H -0.82 3.85 3.54
H 2.19 -1.30 3.90
H 2.52 -2.57 2.71
H 1.30 -2.82 3.95
P 1.80 -1.07 -1.54
P -2.10 -0.15 -1.58
N 3.12 0.03 -2.09
N 2.32 -2.33 -2.79
N -1.95 1.47 -2.46
N -3.59 -0.67 -2.43
C 0.56 -0.23 -2.65
C -0.81 -0.96 -2.61
C 4.22 0.29 -1.25
C 5.13 1.11 -1.93
C 4.60 1.33 -3.25
C 3.38 0.65 -3.31
C 2.64 -3.65 -2.43
C 2.97 -4.37 -3.58
C 2.88 -3.46 -4.70
C 2.49 -2.21 -4.19
C -1.35 2.55 -1.78
C -1.49 3.70 -2.52
C -2.10 3.34 -3.76
C -2.26 1.94 -3.73
C -4.44 -0.13 -3.40
C -5.24 -1.14 -3.94
C -4.94 -2.34 -3.21
C -3.93 -2.04 -2.32
H 0.92 -0.21 -3.69
H 0.46 0.83 -2.36
H -1.22 -1.02 -3.64
H -0.67 -1.99 -2.23
H 4.26 -0.13 -0.27
H 6.06 1.50 -1.56
H 5.05 1.89 -4.06
H 2.71 0.55 -4.14
H 2.59 -3.96 -1.40
H 3.26 -5.41 -3.65
H 3.10 -3.66 -5.74
H 2.31 -1.28 -4.71
H -0.89 2.39 -0.83
H -1.16 4.68 -2.21
H -2.42 4.02 -4.53
H -2.60 1.29 -4.52
H -4.46 0.94 -3.60
H -5.92 -1.05 -4.78
H -5.41 -3.30 -3.34
H -3.44 -2.66 -1.57
C -1.41 -0.35 7.14
C -2.22 -1.21 6.39
C -1.87 -1.57 5.07
C -0.69 -1.12 4.46
C 0.10 -0.27 5.23
C -0.26 0.14 6.54
H -1.69 -0.03 8.16
H -3.14 -1.57 6.85
H -2.56 -2.18 4.49
H 1.02 0.15 4.80
H 0.37 0.85 7.09
*
```

E_LUMO	-0.3342	Eh
Kohn-Sham gap	3.44	eV
relative energy (zero: lowest compared OMol25 entry of this formula, charge and spin)	73.2	kcal per mole
strongest force on any atom	6.50	eV/A
HOMO	-12.5	eV

(2)
Here is a molecular structure, C33H40N7O9S3Ti in a non-equilibrium geometry from the OMol25 dataset. Energies are from ωB97M-V/def2-TZVPD.

Geometry as ORCA input:
```
! wB97M-V def2-TZVPD RIJCOSX def2/J DEFGRID3
* xyz -1 1
Ti -0.47 -0.04 0.42
C -3.73 -2.07 3.26
O -2.89 -3.05 2.69
C -3.04 -3.10 1.31
C -3.76 -4.14 0.75
C -3.98 -4.17 -0.63
C -3.49 -3.17 -1.42
C -2.71 -2.11 -0.89
C -2.27 -1.04 -1.70
N -1.40 -0.13 -1.23
N -1.43 1.13 -1.78
C -1.44 2.02 -0.81
O -1.44 1.66 0.44
C -1.66 3.43 -1.18
C -1.40 3.88 -2.48
C -1.73 5.17 -2.85
C -2.34 6.02 -1.94
C -2.61 5.58 -0.65
C -2.25 4.29 -0.27
C -2.46 -2.10 0.52
O -1.73 -1.13 1.08
H -4.78 -2.30 3.07
H -3.54 -2.09 4.34
H -3.51 -1.07 2.87
H -4.15 -4.92 1.40
H -4.57 -4.97 -1.06
H -3.69 -3.17 -2.49
H -2.73 -0.87 -2.67
H -0.93 3.20 -3.18
H -1.53 5.50 -3.86
H -2.62 7.03 -2.23
H -3.10 6.23 0.06
H -2.45 3.93 0.73
C 1.91 -0.89 4.57
C 0.45 -0.73 4.99
S -0.71 -0.44 3.58
C -1.50 1.08 4.19
C -0.61 2.30 4.47
S 0.32 2.86 3.01
C 1.98 3.05 3.74
C 2.58 1.83 4.41
S 2.51 0.33 3.36
H 2.05 -1.85 4.06
H 2.58 -0.86 5.43
H 0.36 0.09 5.70
H 0.10 -1.65 5.46
H -2.06 0.83 5.10
H -2.21 1.31 3.39
H 0.11 2.08 5.26
H -1.24 3.12 4.81
H 1.96 3.89 4.44
H 2.57 3.32 2.86
H 2.08 1.59 5.35
H 3.63 2.02 4.61
C 3.58 -1.44 0.29
N 2.90 -2.29 -0.65
C 3.45 -2.22 -2.00
C 1.59 -2.66 -0.44
N 0.80 -1.99 0.38
N 1.23 -3.84 -1.01
C 2.18 -4.82 -1.48
C -0.16 -4.08 -1.37
H 3.46 -0.37 0.08
H 3.19 -1.63 1.29
H 4.65 -1.68 0.27
H 3.72 -1.18 -2.22
H 2.71 -2.53 -2.72
H 4.34 -2.84 -2.09
H 0.02 -2.58 0.64
H 3.11 -4.71 -0.93
H 2.37 -4.74 -2.55
H 1.77 -5.81 -1.28
H -0.66 -3.13 -1.54
H -0.70 -4.65 -0.61
H -0.19 -4.63 -2.32
O 2.53 2.49 -0.09
C 1.78 1.67 -0.59
O 1.07 0.82 0.07
C 1.62 1.59 -2.09
C 1.98 2.66 -2.89
C 1.77 2.58 -4.27
C 1.20 1.46 -4.84
C 0.89 0.37 -4.04
C 1.11 0.43 -2.66
N 0.36 -0.82 -4.62
O 0.00 -0.79 -5.79
O 0.29 -1.83 -3.93
N 2.15 3.68 -5.11
O 2.66 4.66 -4.59
O 1.95 3.60 -6.31
H 2.40 3.56 -2.46
H 1.01 1.42 -5.90
H 0.85 -0.42 -2.05
*
```

E_LUMO (spin up / spin down)	0.0509 / 0.0509	Eh
Kohn-Sham gap (spin up / spin down)	3.32 / 3.32	eV
strongest force on any atom	4.13	eV/A
HOMO (spin up / spin down)	-1.9 / -1.9	eV

(3)
Here is a molecular structure, C33H41AsBrIrNOSSb from the OMol25 dataset. Energies are from ωB97M-V/def2-TZVPD.

Geometry as ORCA input:
```
! wB97M-V def2-TZVPD RIJCOSX def2/J DEFGRID3
* xyz 0 5
Ir 0.51 1.01 0.50
S 1.33 1.77 2.66
C -0.10 1.66 3.71
C -0.24 2.61 4.73
C -1.32 2.57 5.60
C -2.29 1.58 5.48
C -2.16 0.63 4.47
C -1.08 0.67 3.60
As -0.84 -0.56 2.12
C -2.65 -1.13 1.71
C -3.23 -0.58 0.57
C -4.51 -0.93 0.18
C -5.24 -1.84 0.94
C -4.68 -2.39 2.09
C -3.39 -2.03 2.47
C -0.06 -2.09 3.02
C -0.40 -3.39 2.69
C 0.26 -4.46 3.29
C 1.27 -4.22 4.21
C 1.63 -2.92 4.52
C 0.97 -1.85 3.93
H 0.51 3.38 4.83
H -1.41 3.31 6.38
H -3.13 1.55 6.15
H -2.91 -0.14 4.36
H -2.65 0.12 -0.03
H -4.95 -0.51 -0.71
H -6.24 -2.13 0.64
H -5.24 -3.09 2.69
H -2.96 -2.46 3.37
H -1.18 -3.59 1.96
H -0.02 -5.47 3.03
H 1.79 -5.05 4.67
H 2.43 -2.73 5.22
H 1.26 -0.84 4.16
C -1.85 6.02 1.43
C -0.92 5.22 0.55
C -0.05 5.82 -0.36
C 0.82 5.04 -1.10
C 0.80 3.67 -0.91
Br 2.00 2.55 -1.82
N -0.03 3.08 -0.05
C -0.86 3.84 0.66
H -2.07 6.98 0.98
H -1.39 6.19 2.40
H -2.78 5.49 1.59
H -0.06 6.89 -0.48
H 1.51 5.47 -1.81
H -1.50 3.31 1.35
C 0.14 -2.79 -5.41
C 1.55 -2.36 -5.04
Sb 1.57 -0.38 -4.18
C 1.32 0.64 -6.08
C -0.07 1.25 -6.25
C 3.72 -0.18 -4.17
C 4.36 -0.75 -2.91
H 0.12 -3.82 -5.80
H -0.28 -2.15 -6.19
H -0.53 -2.75 -4.55
H 2.21 -2.34 -5.91
H 1.99 -3.04 -4.31
H 1.53 -0.09 -6.87
H 2.09 1.41 -6.13
H -0.86 0.50 -6.11
H -0.20 1.68 -7.24
H -0.24 2.04 -5.52
H 3.93 0.89 -4.27
H 4.10 -0.67 -5.07
H 3.99 -0.24 -2.01
H 5.45 -0.65 -2.93
H 4.14 -1.81 -2.79
C 2.96 -2.25 0.42
O 2.49 -0.92 0.20
C 1.25 -0.73 -0.40
C 0.48 -1.94 -0.81
H 2.28 -2.81 1.07
H 3.92 -2.15 0.92
H 3.09 -2.79 -0.52
H 1.00 -2.55 -1.56
H -0.47 -1.63 -1.24
H 0.25 -2.61 0.04
*
```

<S²>	6.01
E_LUMO (spin up / spin down)	0.0062 / -0.0133	Eh
Kohn-Sham gap (spin up / spin down)	5.15 / 6.97	eV
relative energy (zero: lowest compared OMol25 entry of this formula, charge and spin)	0.0	kcal per mole
strongest force on any atom	0.93	eV/A
HOMO (spin up / spin down)	-5.0 / -7.3	eV

(4)
Here is a molecular structure, C33H41MnN5O2S4SbSi2Te in a non-equilibrium geometry from the OMol25 dataset. Energies are from ωB97M-V/def2-TZVPD.

Geometry as ORCA input:
```
! wB97M-V def2-TZVPD RIJCOSX def2/J DEFGRID3
* xyz 1 4
Mn -11.69 19.81 7.76
S -14.87 21.28 11.75
Sb -15.79 18.86 11.74
S -13.34 19.55 9.27
S -13.01 20.38 11.15
S -15.52 17.99 9.61
O -8.07 14.08 5.27
C -7.34 15.10 5.80
O -6.15 14.96 6.05
C -8.10 16.34 6.06
C -9.24 16.37 6.87
C -9.91 17.60 7.10
C -9.67 18.67 6.01
C -8.48 18.53 5.20
C -7.64 17.50 5.39
N -9.91 19.93 6.75
C -9.05 20.85 7.07
C -9.61 21.98 7.78
C -8.85 23.10 8.20
C -9.53 24.12 8.85
C -10.92 24.06 9.09
C -11.58 22.90 8.73
N -10.95 21.96 8.03
H -8.82 14.40 4.69
H -9.62 15.47 7.31
H -9.94 17.85 8.15
H -8.22 19.43 4.60
H -6.62 17.48 4.95
H -8.04 20.95 6.65
H -7.80 23.21 7.93
H -8.95 24.97 9.30
H -11.48 24.82 9.63
H -12.60 22.65 9.09
N -12.46 13.86 3.31
C -11.84 12.72 2.91
C -12.36 11.53 2.31
C -11.43 10.60 1.79
C -10.07 10.96 1.71
C -9.61 12.11 2.38
C -10.44 13.05 2.93
N -10.31 14.28 3.53
C -11.56 14.72 3.81
C -11.86 15.90 4.64
C -12.71 15.89 5.76
C -12.53 16.80 6.77
N -11.62 17.83 6.75
C -11.09 18.20 5.37
C -11.04 16.98 4.49
H -13.44 14.05 3.31
H -13.41 11.36 2.36
H -11.76 9.61 1.49
H -9.33 10.44 1.13
H -8.53 12.39 2.27
H -13.63 15.26 5.75
H -13.23 16.77 7.63
H -11.62 19.10 4.96
H -10.44 17.15 3.63
C -9.30 25.81 12.96
Si -9.82 24.43 14.15
C -10.02 25.30 15.87
C -8.58 23.00 14.12
C -11.58 23.63 13.95
Te -12.76 24.89 12.71
C -13.62 26.43 14.09
Si -15.49 26.47 14.16
C -15.93 25.58 15.70
C -15.90 28.35 13.97
C -16.33 25.32 12.84
H -8.18 25.92 13.10
H -9.82 26.78 13.12
H -9.49 25.57 11.93
H -9.20 25.22 16.56
H -10.89 25.04 16.44
H -10.06 26.40 15.67
H -7.55 23.37 14.43
H -8.55 22.45 13.15
H -8.93 22.32 14.88
H -12.03 23.48 14.91
H -11.56 22.69 13.46
H -13.20 27.40 13.81
H -13.25 26.05 15.03
H -15.66 26.19 16.58
H -15.48 24.58 15.76
H -17.06 25.56 15.79
H -15.75 28.84 14.95
H -16.94 28.44 13.62
H -15.33 28.87 13.15
H -16.66 25.95 12.03
H -17.24 24.84 13.29
H -15.63 24.51 12.59
*
```

<S²>	4.06
E_LUMO (spin up / spin down)	-0.1593 / -0.1660	Eh
Kohn-Sham gap (spin up / spin down)	4.80 / 4.61	eV
relative energy (zero: lowest compared OMol25 entry of this formula, charge and spin)	69.5	kcal per mole
strongest force on any atom	4.01	eV/A
HOMO (spin up / spin down)	-9.1 / -9.1	eV

(5)
Here is 2 unconnected molecules or ions with the total composition C33H41N4S in a non-equilibrium geometry from the OMol25 dataset. Energies are from ωB97M-V/def2-TZVPD.

Geometry as ORCA input:
```
! wB97M-V def2-TZVPD RIJCOSX def2/J DEFGRID3
* xyz 1 1
C -0.46 -5.00 0.16
C -0.26 -3.53 0.47
N 1.06 -3.07 0.04
C 2.07 -3.91 0.14
N 1.94 -5.20 0.48
C 0.66 -5.82 0.76
C 3.13 -6.00 0.69
C 4.30 -5.15 0.24
S 3.74 -3.49 -0.14
H -1.42 -5.35 0.55
H -0.48 -5.14 -0.92
H -0.99 -2.92 -0.07
H -0.40 -3.36 1.55
H 0.53 -5.89 1.85
H 0.68 -6.83 0.34
H 3.23 -6.28 1.75
H 3.04 -6.93 0.13
H 5.07 -5.07 1.01
H 4.75 -5.57 -0.66
C -4.13 4.53 2.81
C -3.92 4.74 4.29
N -3.00 3.79 4.89
C -3.13 3.72 6.33
C -1.92 3.12 7.02
C -1.47 1.84 6.32
C -1.40 1.97 4.83
C -2.17 2.98 4.18
C -2.05 3.12 2.76
C -1.25 2.24 2.05
C -0.55 1.16 2.67
C 0.23 0.20 1.96
C 0.52 0.29 0.60
C 1.09 -0.63 -0.28
C 1.17 -0.33 -1.68
C 1.13 1.01 -2.18
C 1.07 1.30 -3.53
C 1.16 0.24 -4.48
N 1.18 0.50 -5.82
C 1.01 1.83 -6.38
C 0.37 2.82 -5.42
C 0.96 2.71 -4.02
C 1.36 -0.52 -6.83
C 1.98 -1.80 -6.30
C 1.34 -2.23 -4.98
C 1.26 -1.10 -4.01
C 1.28 -1.36 -2.65
C -0.65 1.09 4.09
C -2.82 4.21 2.09
H -4.84 3.71 2.66
H -4.59 5.43 2.39
H -3.53 5.76 4.48
H -4.87 4.68 4.83
H -3.32 4.74 6.70
H -4.04 3.13 6.57
H -1.11 3.85 7.03
H -2.19 2.91 8.06
H -0.48 1.56 6.69
H -2.15 1.02 6.59
H -1.17 2.37 0.97
H 0.61 -0.64 2.55
H 0.21 1.23 0.15
H 1.49 -1.61 0.06
H 1.15 1.84 -1.47
H 1.99 2.20 -6.71
H 0.40 1.73 -7.29
H 0.51 3.82 -5.83
H -0.71 2.64 -5.38
H 0.35 3.29 -3.32
H 1.96 3.19 -4.03
H 0.37 -0.74 -7.28
H 1.98 -0.09 -7.63
H 1.86 -2.58 -7.05
H 3.05 -1.64 -6.15
H 0.33 -2.63 -5.17
H 1.93 -3.04 -4.54
H 1.34 -2.39 -2.29
H -0.08 0.31 4.61
H -3.04 3.91 1.06
H -2.22 5.13 2.04
*
```

E_LUMO	-0.1324	Eh
Kohn-Sham gap	5.48	eV
strongest force on any atom	3.66	eV/A
HOMO	-9.1	eV

Please write out number 3 again, unchanged.
Here is a molecular structure, C33H41AsBrIrNOSSb from the OMol25 dataset. Energies are from ωB97M-V/def2-TZVPD.

Geometry as ORCA input:
```
! wB97M-V def2-TZVPD RIJCOSX def2/J DEFGRID3
* xyz 0 5
Ir 0.51 1.01 0.50
S 1.33 1.77 2.66
C -0.10 1.66 3.71
C -0.24 2.61 4.73
C -1.32 2.57 5.60
C -2.29 1.58 5.48
C -2.16 0.63 4.47
C -1.08 0.67 3.60
As -0.84 -0.56 2.12
C -2.65 -1.13 1.71
C -3.23 -0.58 0.57
C -4.51 -0.93 0.18
C -5.24 -1.84 0.94
C -4.68 -2.39 2.09
C -3.39 -2.03 2.47
C -0.06 -2.09 3.02
C -0.40 -3.39 2.69
C 0.26 -4.46 3.29
C 1.27 -4.22 4.21
C 1.63 -2.92 4.52
C 0.97 -1.85 3.93
H 0.51 3.38 4.83
H -1.41 3.31 6.38
H -3.13 1.55 6.15
H -2.91 -0.14 4.36
H -2.65 0.12 -0.03
H -4.95 -0.51 -0.71
H -6.24 -2.13 0.64
H -5.24 -3.09 2.69
H -2.96 -2.46 3.37
H -1.18 -3.59 1.96
H -0.02 -5.47 3.03
H 1.79 -5.05 4.67
H 2.43 -2.73 5.22
H 1.26 -0.84 4.16
C -1.85 6.02 1.43
C -0.92 5.22 0.55
C -0.05 5.82 -0.36
C 0.82 5.04 -1.10
C 0.80 3.67 -0.91
Br 2.00 2.55 -1.82
N -0.03 3.08 -0.05
C -0.86 3.84 0.66
H -2.07 6.98 0.98
H -1.39 6.19 2.40
H -2.78 5.49 1.59
H -0.06 6.89 -0.48
H 1.51 5.47 -1.81
H -1.50 3.31 1.35
C 0.14 -2.79 -5.41
C 1.55 -2.36 -5.04
Sb 1.57 -0.38 -4.18
C 1.32 0.64 -6.08
C -0.07 1.25 -6.25
C 3.72 -0.18 -4.17
C 4.36 -0.75 -2.91
H 0.12 -3.82 -5.80
H -0.28 -2.15 -6.19
H -0.53 -2.75 -4.55
H 2.21 -2.34 -5.91
H 1.99 -3.04 -4.31
H 1.53 -0.09 -6.87
H 2.09 1.41 -6.13
H -0.86 0.50 -6.11
H -0.20 1.68 -7.24
H -0.24 2.04 -5.52
H 3.93 0.89 -4.27
H 4.10 -0.67 -5.07
H 3.99 -0.24 -2.01
H 5.45 -0.65 -2.93
H 4.14 -1.81 -2.79
C 2.96 -2.25 0.42
O 2.49 -0.92 0.20
C 1.25 -0.73 -0.40
C 0.48 -1.94 -0.81
H 2.28 -2.81 1.07
H 3.92 -2.15 0.92
H 3.09 -2.79 -0.52
H 1.00 -2.55 -1.56
H -0.47 -1.63 -1.24
H 0.25 -2.61 0.04
*
```

<S²>	6.01
E_LUMO (spin up / spin down)	0.0062 / -0.0133	Eh
Kohn-Sham gap (spin up / spin down)	5.15 / 6.97	eV
relative energy (zero: lowest compared OMol25 entry of this formula, charge and spin)	0.0	kcal per mole
strongest force on any atom	0.93	eV/A
HOMO (spin up / spin down)	-5.0 / -7.3	eV

- The highest strongest force on any atom belongs to which entry?
  C33H40N4P2Zr

- What is the strongest force on any atom in the fifth record?
  3.66 eV/A